(1)
110
Properties=species:S:1:pos:R:3:mulliken_charge:R:1 method="wB97M-V/def2-TZVPD" homo_energy_ha=-0.34402 energy_ev=-307609.5243 gap_ev=9.0 charge=0 multiplicity=1
Mg -0.22689 -0.25210 -0.25598 -0.07
Mg 1.88694 -3.05917 -0.39518 1.60
C -2.34651 -3.48252 -1.04030 -1.37
C -1.46788 -2.29031 -0.60953 1.33
O -1.95014 -1.10532 -0.65053 0.17
O -0.19941 -2.38787 -0.46223 0.68
H -2.95410 -3.11367 -1.86667 0.29
H -3.03808 -3.69707 -0.22556 0.38
H -1.78219 -4.38122 -1.28928 0.26
C 2.50109 -0.30243 -3.75008 -1.18
C 1.92022 -0.77713 -2.43509 0.57
O 2.35140 -1.85157 -1.92589 -1.34
O 0.98244 -0.16976 -1.86220 -1.12
H 2.79580 -1.13839 -4.38445 0.37
H 3.41084 0.27806 -3.59682 0.24
H 1.79352 0.35688 -4.25282 0.15
C 2.46963 -6.85275 -1.11883 -1.26
C 2.18523 -5.37443 -0.82058 0.99
O 1.26258 -4.72936 -1.27636 -0.43
O 2.94844 -4.74974 -0.06415 -0.58
H 2.56974 -7.28857 -0.12478 0.31
H 3.45800 -6.92358 -1.57293 0.31
H 1.68435 -7.24542 -1.76478 0.31
C 2.46621 -0.62417 3.02480 -0.87
C 1.98704 -0.86056 1.65542 0.84
O 1.06430 -0.13903 1.16990 -0.37
O 2.32004 -1.90253 1.07413 -0.39
H 3.52803 -0.81669 3.17837 0.31
H 1.84940 -1.26865 3.65113 0.08
H 2.21154 0.35790 3.42327 0.05
Cl 0.02217 -5.45191 2.01771 -0.16
C 0.33757 -4.55372 3.55115 0.19
C 1.90628 -4.54274 3.74160 -0.07
Cl 2.62275 -6.10643 4.19684 -0.21
H -0.14834 -5.06589 4.38162 0.45
H -0.14707 -3.61063 3.29857 -0.53
H 2.15981 -3.83367 4.52966 0.39
H 2.52657 -4.21624 2.90689 -0.08
Cl -1.11260 -0.74368 3.34887 0.09
C -1.67806 -1.41526 4.93622 -0.81
C -2.99043 -2.17639 4.75632 -0.15
Cl -2.82504 -3.63156 3.76501 -0.16
H -1.80226 -0.63295 5.68499 0.45
H -0.89867 -2.10421 5.26179 0.28
H -3.85153 -1.64231 4.35461 -0.18
H -3.41164 -2.41363 5.73325 0.47
Cl 6.32106 -1.92666 -1.39825 -0.21
C 5.47257 -1.54221 0.10400 0.71
C 6.35306 -0.61021 0.95086 -0.37
Cl 7.74773 -1.44201 1.65766 -0.21
H 5.19105 -2.44426 0.64726 0.18
H 4.55313 -1.00761 -0.13462 -0.66
H 5.84506 -0.17842 1.81318 0.19
H 6.77059 0.17835 0.32481 0.35
Cl 5.93146 4.20189 -1.41850 -0.20
C 4.16287 4.40439 -1.22341 -0.42
C 3.36014 3.03734 -1.38118 0.00
Cl 4.06710 1.82095 -0.38703 -0.06
H 3.76826 5.13219 -1.93241 0.33
H 3.96320 4.74427 -0.20718 0.22
H 3.50842 2.65490 -2.39106 0.33
H 2.30001 3.06792 -1.12960 -0.21
Cl -5.56824 2.86388 1.09994 -0.14
C -5.92865 1.97279 2.56973 -0.73
C -4.81027 1.02867 3.04437 -0.34
Cl -4.52855 -0.15025 1.68872 -0.07
H -6.82179 1.39584 2.32988 0.38
H -6.02606 2.72201 3.35540 0.42
H -5.04583 0.40474 3.90653 0.40
H -3.92213 1.63789 3.21219 0.09
Cl 1.92486 4.00557 2.19839 -0.07
C 0.87993 4.64498 3.50661 -0.77
C 0.34943 3.65983 4.47858 -0.46
Cl -0.78764 2.63204 3.70051 -0.03
H 0.09232 5.19877 2.99563 0.28
H 1.44684 5.46514 3.94714 0.39
H -0.08314 4.27736 5.26575 0.33
H 1.14649 3.00437 4.82951 0.26
Cl -0.98409 2.08874 -0.05539 -0.02
C -2.13282 3.44493 0.24834 -0.25
C -1.83708 4.55988 -0.75482 -0.24
Cl -2.78500 4.38097 -2.23625 -0.17
H -2.10847 3.75569 1.29282 0.31
H -3.13938 3.04382 0.12986 -0.25
H -0.77513 4.69351 -0.96097 0.13
H -2.26990 5.46831 -0.33587 0.42
Cl 0.83681 3.39712 -3.32150 0.14
C 0.61710 4.99875 -4.04604 -0.59
C 1.32233 5.14617 -5.38273 -0.62
Cl 1.09519 3.68656 -6.48020 -0.16
H 0.88199 5.65847 -3.21979 0.38
H -0.42559 5.21564 -4.27814 0.21
H 2.38727 5.33329 -5.24495 0.28
H 0.94561 5.97134 -5.98712 0.37
Cl -1.52596 1.59795 -5.84251 -0.21
C -1.26706 0.30527 -4.65435 0.52
C -2.19401 -0.94735 -5.00516 -0.03
Cl -1.60450 -1.69152 -6.53455 -0.21
H -1.45525 0.66694 -3.64347 -0.15
H -0.20222 0.07260 -4.66371 -0.23
H -3.23988 -0.66361 -5.12248 0.32
H -2.14269 -1.64947 -4.17300 -0.04
Cl -4.10463 0.51300 -2.15814 -0.10
C -5.09643 -0.95717 -2.04674 0.00
C -6.33127 -0.55628 -1.22776 -0.15
Cl -7.66388 -0.03501 -2.26114 -0.21
H -4.53219 -1.79347 -1.63404 -0.33
H -5.37681 -1.34857 -3.02464 0.48
H -6.13958 0.19254 -0.45923 -0.11
H -6.77707 -1.47078 -0.83655 0.33



(2)
94
Properties=species:S:1:pos:R:3:mulliken_spin:R:1 method="wB97M-V/def2-TZVPD" homo_energy_ha="-0.33219 / -0.37359" energy_ev=-159336.3080 gap_ev="5.5 / 6.6" e_above_lowest_kcal_mol=0.0 charge=+1 multiplicity=2
Pt 0.65947 -1.18000 0.30217 -0.05
Cl 5.78838 3.60831 4.32211 0.00
C 4.60862 2.68200 3.46457 0.00
C 4.87289 1.29938 3.23518 0.00
C 3.98367 0.52340 2.57679 0.00
Cl 4.33938 -1.14280 2.28967 0.00
C 2.70858 1.02398 2.07193 0.01
O 1.92567 0.24739 1.50365 0.00
C 2.49588 2.44905 2.28985 0.00
C 1.40966 3.16401 1.83550 0.00
O 0.40930 2.71967 1.15259 -0.03
C 3.47297 3.23398 3.00399 0.00
H 5.80041 0.87266 3.59344 0.00
H 1.40889 4.23215 2.07052 0.00
H 3.27995 4.28770 3.16025 0.00
C 4.65100 -1.64370 -2.65859 0.00
C 3.56532 -2.49171 -2.79623 -0.01
C 2.43470 -2.26142 -2.03613 0.02
N 2.33625 -1.25789 -1.15493 0.02
C 3.39137 -0.44210 -1.03035 0.01
C 4.55438 -0.59463 -1.76038 0.00
H 5.55082 -1.79575 -3.23937 0.00
H 3.58096 -3.32404 -3.48518 0.00
H 1.57677 -2.90547 -2.13968 -0.01
H 3.29102 0.36329 -0.32089 0.00
H 5.36885 0.10033 -1.61303 0.00
C -2.57193 0.69660 3.42679 0.00
C -1.12666 0.59524 2.99300 -0.01
O -0.61801 -0.72769 3.24504 0.01
P -0.52791 -1.77364 2.03757 0.00
O -2.00844 -2.23035 1.72605 0.02
C -2.83395 -2.89297 2.72165 0.00
C -4.25279 -2.89291 2.21316 0.00
O 0.04203 -3.03249 2.80692 0.00
C 1.30869 -2.96583 3.51004 0.00
C 1.07072 -2.97882 4.99999 0.00
H -2.93006 1.72197 3.31803 0.00
H -2.68099 0.40957 4.47252 0.00
H -3.20589 0.05317 2.81577 0.00
H -0.48735 1.27284 3.56071 0.00
H -1.00428 0.82456 1.93295 0.01
H -2.74020 -2.35977 3.66929 0.00
H -2.44926 -3.90316 2.85292 0.00
H -4.61170 -1.87609 2.05289 0.00
H -4.90323 -3.37659 2.94213 0.00
H -4.32507 -3.43777 1.27229 0.00
H 1.84840 -2.07278 3.19453 0.00
H 1.87474 -3.83656 3.18282 0.00
H 0.51448 -2.09497 5.30957 0.00
H 2.02816 -2.98982 5.52275 0.00
H 0.51203 -3.86788 5.29146 0.00
C -0.56257 -2.22079 -0.89880 0.12
H -0.03434 -3.00500 -1.44153 0.01
H -1.41935 -2.68377 -0.41899 0.06
C -4.15565 -2.63398 -2.80568 0.00
Si -2.61585 -1.97036 -3.66710 -0.01
C -3.11008 -0.93728 -5.15070 0.01
C -1.55966 -3.41316 -4.25175 0.04
Ge -1.26279 -0.78057 -2.08738 0.64
Si 0.12654 0.85867 -3.13444 0.01
C 1.25555 0.12214 -4.44482 0.07
C -1.08592 2.00849 -3.99368 0.02
C 1.13673 1.92777 -1.95165 -0.02
Si -0.92586 3.76747 0.71758 0.00
C -1.48598 4.54646 2.30886 0.00
C -0.26140 5.03184 -0.47603 0.00
C -2.17648 2.61479 0.00479 -0.05
H -4.25041 -3.71071 -2.96189 0.00
H -5.05500 -2.16180 -3.20564 0.00
H -4.13890 -2.45334 -1.72989 0.00
H -3.76689 -1.52740 -5.79566 0.00
H -2.24587 -0.63693 -5.74658 0.00
H -3.65657 -0.03913 -4.85791 0.00
H -2.11319 -4.01441 -4.97820 0.00
H -1.28926 -4.06613 -3.41907 0.00
H -0.63925 -3.07314 -4.73185 0.00
H 0.74139 -0.62766 -5.04931 0.00
H 2.14474 -0.34017 -4.01576 -0.01
H 1.58626 0.92067 -5.11565 0.00
H -1.77276 1.47489 -4.65142 0.00
H -0.53499 2.73066 -4.60297 0.00
H -1.68444 2.56781 -3.27060 0.00
H 1.30203 1.46428 -0.97971 0.02
H 0.61335 2.87113 -1.78262 -0.01
H 2.10700 2.16742 -2.39487 0.00
H -1.59158 3.80487 3.10340 0.00
H -2.46835 4.99983 2.15253 0.00
H -0.82200 5.33681 2.66345 0.00
H 0.82953 5.01476 -0.52470 0.00
H -0.56175 6.03767 -0.17745 0.00
H -0.63536 4.85850 -1.48648 0.00
H -2.68086 2.02948 0.77484 0.01
H -1.72783 1.91660 -0.70655 0.12
H -2.93867 3.19106 -0.52637 0.00



Among the records above, which one has the lowest charge? C28H52Cl20Mg2O8